25
Properties=species:S:1:pos:R:3:forces:R:3:mulliken_charge:R:1 method="wB97M-V/def2-TZVPD" de_lowest_ev=0.000 energy_ha=-824.3364 e_homo_ev=-3.67 lumo_energy_ev=3.61 orbital_gap_ev=7.28 total_charge=-1
C -0.674 -0.804 -1.217 -0.163 -0.450 0.099 -0.943
C -0.686 2.699 -1.547 -0.131 -0.025 -0.017 -1.123
C 2.254 -2.189 1.046 -0.035 -0.113 -0.280 -1.453
C 0.630 -0.502 2.049 -0.179 0.353 -0.195 -1.352
C -1.184 0.376 -0.925 0.088 0.423 0.456 0.574
C -1.443 1.434 -1.950 0.044 -0.060 -0.168 -0.490
C 1.159 -1.168 0.798 -0.152 -0.341 0.051 0.364
O -1.440 1.561 1.496 -0.429 0.321 0.326 -1.069
O 0.327 -3.169 -0.833 0.109 -0.712 -0.344 -0.688
S -0.278 -2.087 -0.007 0.400 1.278 -0.066 0.376
H -0.448 -1.167 -2.217 0.042 -0.108 -0.056 0.339
H 0.386 2.544 -1.650 0.138 0.014 -0.018 0.276
H -0.978 3.555 -2.155 0.014 0.091 -0.068 0.351
H -0.901 2.900 -0.498 0.010 0.103 0.098 0.277
H 2.354 -2.822 0.163 0.131 -0.056 0.062 0.427
H 3.215 -1.709 1.243 -0.073 0.102 0.080 0.381
H 1.999 -2.826 1.892 0.017 -0.081 0.120 0.292
H 0.182 -1.248 2.706 -0.007 -0.106 0.138 0.278
H -0.134 0.278 1.824 0.217 -0.264 0.207 0.516
H 1.446 -0.017 2.586 0.129 0.023 0.083 0.358
H -1.333 0.796 0.166 -0.112 -0.442 -0.519 0.295
H -2.262 1.218 1.872 0.112 0.140 0.034 0.141
H -1.164 1.114 -2.965 -0.091 -0.013 0.058 0.300
H -2.517 1.654 -1.948 0.011 0.006 -0.037 0.263
H 1.491 -0.425 0.070 -0.091 -0.081 -0.043 0.308